Entry 1:
ORCA calculation (ωB97M-V/def2-TZVPD) on a molecular structure, C26H22O2PRuSSe2Te2 at a distorted geometry.

The geometry in XYZ format:
```
57
Properties=species:S:1:pos:R:3:forces:R:3
Ru -0.9162 0.2741 -0.4918 -0.79 0.21 0.64
O -2.9460 1.4406 0.1994 -0.28 0.09 0.42
C -2.0487 1.0708 0.9174 0.03 0.25 0.61
C -1.8040 1.1492 2.3410 0.21 0.01 0.84
C -2.7244 1.6051 3.2863 0.16 0.00 -0.12
C -2.3225 1.6886 4.6077 -0.10 0.07 -0.03
C -1.0260 1.3435 4.9785 0.10 -0.06 -0.08
C -0.1127 0.8677 4.0456 -0.20 0.04 -0.10
C -0.5131 0.7518 2.7256 -0.47 0.03 -0.30
P 0.5193 0.2144 1.3165 0.34 0.40 0.03
C 1.6678 1.6187 1.1763 -0.10 -0.06 -0.22
C 1.3551 2.5737 0.2071 -0.54 -0.28 -0.17
C 2.1325 3.7050 0.0580 0.01 0.09 0.03
C 3.2255 3.8956 0.8907 -0.06 0.01 -0.09
C 3.5342 2.9589 1.8652 0.08 0.03 0.06
C 2.7631 1.8185 2.0108 -0.12 -0.02 -0.06
C 1.4656 -1.1864 1.9576 -0.19 -0.11 -0.17
C 2.7991 -1.4011 1.6121 -0.07 0.19 0.01
C 3.4756 -2.4904 2.1321 0.02 -0.06 0.03
C 2.8331 -3.3629 2.9979 -0.01 0.01 -0.06
C 1.4966 -3.1698 3.3186 0.01 -0.09 0.02
C 0.8058 -2.0976 2.7845 0.07 0.15 -0.07
H -3.7222 1.8833 2.9760 -0.02 0.05 0.03
H -3.0167 2.0431 5.3563 -0.01 -0.01 0.03
H -0.7212 1.4440 6.0086 -0.01 0.00 0.12
H 0.8923 0.5973 4.3343 0.05 -0.05 0.10
H 0.4675 2.4134 -0.4384 0.61 0.16 0.28
H 1.8867 4.4338 -0.6999 0.00 0.06 -0.04
H 3.8344 4.7793 0.7754 0.08 0.06 0.02
H 4.3799 3.1206 2.5167 0.08 -0.01 0.04
H 3.0126 1.0865 2.7648 0.05 -0.04 0.08
H 3.3092 -0.7099 0.9526 -0.02 -0.07 0.08
H 4.5084 -2.6543 1.8622 0.07 -0.01 0.01
H 3.3727 -4.2003 3.4153 0.02 -0.05 0.03
H 0.9957 -3.8571 3.9851 -0.04 -0.04 0.00
H -0.2423 -1.9515 3.0133 -0.01 -0.04 0.09
Se 0.3789 -0.2482 -2.2989 0.68 -0.73 -1.57
Te 2.5589 -1.8927 -5.6710 0.26 0.31 0.74
Te 3.8961 -1.2311 -3.5054 0.29 -0.62 -1.09
Se 2.5229 -0.1072 -1.7347 1.18 0.63 0.73
C -4.5841 -0.5291 -2.2910 0.32 0.31 0.17
S -2.7989 -0.2657 -2.1093 -1.32 -0.62 -2.04
O -2.3814 -1.3591 -1.1708 0.19 -0.58 0.95
C -2.2374 -0.8181 -3.7283 -0.20 0.35 0.03
C -2.0497 -2.1734 -3.9413 -0.11 -0.03 0.16
C -1.4984 -2.5917 -5.1406 -0.03 0.03 0.02
C -1.1323 -1.6583 -6.1000 -0.05 0.04 0.08
C -1.3252 -0.3031 -5.8736 -0.04 -0.05 -0.02
C -1.8771 0.1289 -4.6780 -0.16 -0.03 0.06
H -4.7430 -1.4793 -2.7864 0.10 -0.13 -0.11
H -5.0101 0.2926 -2.8527 -0.08 0.12 -0.17
H -4.9966 -0.5562 -1.2882 0.02 0.10 0.15
H -2.3030 -2.8723 -3.1536 0.04 -0.06 -0.05
H -1.3363 -3.6432 -5.3184 0.01 -0.10 -0.01
H -0.6701 -1.9893 -7.0192 -0.04 0.00 -0.06
H -1.0231 0.4146 -6.6193 0.02 0.10 -0.07
H -2.0074 1.1859 -4.4786 0.03 0.01 0.00
```
Positions in Å, forces in eV/Å.

Kohn-Sham gap (spin up / spin down)   6.49 / 5.63 eV
Expectation value of S²   6.035
LUMO level (spin up / spin down)   -3.213 / -4.551 eV
Multiplicity   5
Total charge   +1

Here are the Löwdin charges for atoms 1 to 2, given in e:
1. Ru 0.577
2. O 0.046

Entry 2:
ORCA calculation (ωB97M-V/def2-TZVPD) on a molecular structure, C26H23BBrF8MoO5PSSi at a distorted geometry.

The geometry in XYZ format:
```
68
Properties=species:S:1:pos:R:3:forces:R:3
Mo -0.9481 -0.1355 0.4788 -0.93 -0.61 -0.35
F -4.3263 -0.1899 -6.2437 -0.05 -0.02 -0.04
C -3.4859 0.0330 -5.2657 0.18 0.03 0.23
C -2.4604 0.9595 -5.4239 -0.01 -0.09 0.17
F -2.3269 1.6134 -6.5547 -0.01 0.02 -0.05
C -1.5787 1.1850 -4.3740 -0.10 -0.06 0.03
F -0.6005 2.0659 -4.5345 -0.02 0.01 -0.07
C -1.6954 0.5048 -3.1661 -0.04 -0.05 0.06
P -0.5892 0.9461 -1.8156 0.21 0.15 0.12
C 1.0724 0.4401 -2.2933 -0.05 -0.07 -0.05
C 1.2151 -0.4856 -3.3314 0.01 0.03 0.01
C 2.4737 -0.9460 -3.6831 -0.02 0.00 0.01
C 3.5942 -0.4935 -3.0029 0.00 0.00 0.01
C 3.4572 0.4137 -1.9603 0.00 0.01 0.02
C 2.2038 0.8750 -1.5944 -0.01 0.05 0.02
C -0.7968 2.7268 -1.6327 0.02 -0.04 -0.06
C 0.2283 3.6471 -1.8330 0.00 -0.07 -0.01
C -0.0329 5.0013 -1.6918 0.03 0.00 -0.01
C -1.3058 5.4381 -1.3607 -0.01 0.03 0.01
C -2.3350 4.5230 -1.1827 -0.03 0.00 0.01
C -2.0850 3.1692 -1.3191 0.01 -0.03 0.00
C -2.7176 -0.4278 -3.0345 -0.09 0.00 -0.22
Br -2.8776 -1.4369 -1.4483 0.32 0.21 0.20
C -3.6114 -0.6667 -4.0639 0.17 0.09 0.05
F -4.5775 -1.5556 -3.9279 -0.05 -0.04 0.00
H 0.3517 -0.8420 -3.8775 -0.01 0.00 -0.01
H 2.5773 -1.6513 -4.4954 0.00 -0.02 -0.02
H 4.5763 -0.8454 -3.2862 0.02 0.00 -0.01
H 4.3318 0.7707 -1.4340 0.02 0.01 0.01
H 2.1169 1.5773 -0.7763 -0.02 0.05 -0.05
H 1.2140 3.3285 -2.1348 0.10 -0.08 0.01
H 0.7597 5.7173 -1.8577 0.02 0.01 0.00
H -1.5020 6.4960 -1.2566 -0.01 0.02 0.00
H -3.3332 4.8662 -0.9499 -0.02 0.01 0.01
H -2.8972 2.4627 -1.1986 -0.02 -0.01 -0.02
C 0.7996 -2.1185 1.1185 -0.22 0.29 -0.25
Si 1.5573 -1.1320 2.5440 0.03 -0.12 0.18
C 3.1077 -0.2565 2.0345 -0.17 -0.26 0.00
C 1.5636 -2.0592 4.1223 0.06 0.20 0.00
C 1.9547 -1.3777 5.2880 -0.02 -0.11 -0.17
C 1.9975 -2.0351 6.5038 0.00 0.02 -0.02
C 1.6660 -3.3814 6.5704 -0.01 -0.06 0.02
C 1.2852 -4.0723 5.4292 0.00 0.02 -0.01
C 1.2284 -3.4149 4.2105 -0.02 0.10 -0.07
H 1.5114 -2.7628 0.5963 0.11 0.04 0.09
H 0.4534 -1.5333 0.1975 0.30 -0.25 -0.15
H -0.0315 -2.7418 1.4458 0.03 0.01 -0.03
H 3.8180 -1.0597 1.8098 0.02 0.00 0.01
H 3.5399 0.3500 2.8268 -0.04 0.03 0.05
H 3.0037 0.3518 1.1360 -0.04 0.00 0.04
H 2.2294 -0.3305 5.2495 0.01 0.08 -0.01
H 2.2931 -1.5045 7.3977 0.01 0.02 0.01
H 1.7078 -3.8965 7.5202 0.00 -0.01 0.01
H 1.0312 -5.1211 5.4905 -0.01 -0.02 -0.01
H 0.9231 -3.9675 3.3296 0.00 -0.03 -0.01
F -2.0176 -1.4194 1.2675 0.06 0.07 0.31
B -2.6901 -4.1269 1.1452 0.04 -0.03 -0.03
F -2.3241 -4.2233 2.3980 0.09 -0.03 0.16
F -3.9460 -4.1475 0.7885 -0.20 0.04 -0.04
F -1.7597 -3.9484 0.2143 0.10 -0.05 -0.08
O -2.6707 1.0936 0.9119 0.22 0.13 -0.07
H -2.3966 1.8214 1.5131 0.02 -0.01 0.06
H -3.3658 0.5977 1.3731 -0.06 -0.03 0.00
O 1.5777 2.1318 2.6518 0.13 0.10 0.13
S 0.3234 1.5878 2.3418 -0.18 0.21 -0.48
O -0.9002 2.2441 2.6508 0.01 0.06 0.12
O 0.2552 1.2819 0.7369 0.07 0.58 0.19
O 0.1861 0.0864 2.7125 0.06 -0.50 0.03
```
Positions in Å, forces in eV/Å.

Kohn-Sham gap (spin up / spin down)   5.94 / 5.99 eV
LUMO level (spin up / spin down)   -8.352 / -8.302 eV
Total charge   +2

Here are the Löwdin charges for atoms 1 to 2, given in e:
1. Mo 1.537
2. F 0.198

For reference, energy relative to the best compared isomer or geometry (same formula, charge and spin) by record: 289.4 0.0 kJ/mol.